1.
68
Properties=species:S:1:pos:R:3:mulliken_spin:R:1 method="wB97M-V/def2-TZVPD" e_homo_ev="-8.017 / -8.073" multiplicity=7 homo_lumo_gap_ha="0.238 / 0.249" charge=0 e_lumo_ev="-1.55 / -1.31" relative_energy_ev=0.061
O 5.91705 -1.04279 -2.66129 0.0000
C 6.19735 -2.43365 -3.01522 0.0000
C 7.69115 -2.18812 -3.27542 0.0000
H 5.63627 -2.73802 -3.90682 0.0000
H 5.99803 -3.11277 -2.17850 0.0000
C 7.31769 -0.71811 -2.94158 0.0000
H 8.00651 -2.35208 -4.30461 0.0000
H 8.35846 -2.65255 -2.55034 0.0000
C 7.46974 0.20556 -4.13604 0.0000
H 6.98787 -0.21620 -5.02067 0.0000
H 8.53247 0.35947 -4.35751 0.0000
H 7.02210 1.17904 -3.92088 0.0000
C 8.03558 -0.17235 -1.72280 0.0000
H 7.93198 -0.84787 -0.87138 0.0000
H 7.62755 0.80550 -1.45383 0.0000
H 9.10228 -0.04870 -1.94183 0.0000
Eu -1.33833 0.46676 0.67978 6.1142
C -1.08328 0.63002 3.50342 -0.0202
C -1.59476 -0.69954 3.39178 -0.0046
C -0.55299 -1.53603 2.88534 -0.0140
H -2.59067 -1.03194 3.66918 0.0012
C 0.59876 -0.72160 2.66631 -0.0111
C 0.26413 0.62254 3.03101 -0.0047
H 0.92446 1.48648 2.96702 0.0020
H -1.61469 1.49445 3.90582 0.0025
H -0.61939 -2.61563 2.73793 0.0011
H 1.57907 -1.06538 2.34184 0.0020
C -2.18294 3.17654 0.47063 -0.0043
C -0.88386 3.18851 1.06020 -0.0045
C 0.04869 2.74967 0.07650 -0.0189
H -0.64288 3.48776 2.08232 0.0015
C -0.67835 2.44627 -1.12542 -0.0086
C -2.06067 2.72307 -0.87887 -0.0160
H -2.89361 2.60117 -1.57960 0.0008
H -3.09686 3.49725 0.96079 0.0012
H 1.12814 2.69287 0.21494 0.0022
H -0.23543 2.07415 -2.05220 0.0006
O 0.81735 -0.34288 -0.36333 -0.0115
C 2.16264 0.24307 -0.35474 0.0020
C 3.11611 -0.85758 -0.77180 0.0001
H 2.36398 0.65231 0.64207 -0.0007
H 2.16029 1.06427 -1.07743 0.0001
C 2.23525 -1.83022 -1.58595 -0.0001
H 3.48948 -1.37356 0.12316 -0.0002
H 3.97861 -0.50435 -1.34585 0.0001
C 0.82863 -1.65909 -1.02038 0.0015
H 2.59119 -2.86335 -1.53590 0.0000
H 2.24507 -1.51753 -2.63930 0.0000
H 0.58825 -2.42112 -0.26218 0.0012
H 0.04329 -1.64749 -1.78941 -0.0010
O -3.54060 1.31756 1.89891 -0.0035
C -4.15359 0.41655 1.25459 -0.0048
O -3.55145 -0.40795 0.46144 -0.0064
C -5.65252 0.28356 1.42818 0.0006
C -6.25485 -0.97084 1.58942 -0.0003
C -7.65382 -1.06476 1.78614 0.0005
C -8.46196 0.07682 1.77393 -0.0003
C -7.85869 1.32325 1.57981 0.0005
C -6.45122 1.43362 1.46016 -0.0005
N -8.69759 2.48681 1.51826 0.0000
O -9.93547 2.32954 1.62769 0.0000
O -8.17305 3.60697 1.35614 0.0000
N -8.27874 -2.32587 2.09250 0.0000
O -7.57129 -3.34937 2.18793 0.0001
O -9.52044 -2.34042 2.26063 -0.0001
H -5.64465 -1.86898 1.60357 -0.0001
H -9.53314 -0.00039 1.93943 0.0000
H -5.99364 2.41762 1.41231 0.0000

2.
104
Properties=species:S:1:pos:R:3:lowdin_charge:R:1 method="wB97M-V/def2-TZVPD" e_homo_ev=-12.512 multiplicity=1 homo_lumo_gap_ha=0.215 charge=+2 e_lumo_ev=-6.67
Y -0.53850 -1.43491 -2.30382 1.4546
O -0.51737 1.00786 0.37191 0.2019
C -0.46879 0.07952 -0.55669 -0.6375
O -1.20572 -0.94695 -0.60394 -0.1103
O 0.30166 0.07864 -1.54192 -0.2344
H -1.23554 0.64338 0.89438 0.1127
C 2.51108 -0.32064 -4.78503 0.0195
C 1.42969 -0.25248 -3.67864 -0.3178
C 0.13266 0.39079 -4.15126 -0.1100
O -0.88276 0.33113 -3.16213 -0.3073
C -1.64933 1.54690 -3.06922 -0.0267
N 1.05240 -1.65072 -3.44235 -0.0587
H 2.83921 0.66800 -5.10598 0.1037
H 2.30053 -0.85929 -5.70896 0.1046
H 3.30917 -0.86989 -4.28556 0.0749
H 1.79524 0.28629 -2.80445 0.1356
H -0.26213 -0.20798 -4.97206 0.1499
H 0.31750 1.40529 -4.50444 0.1614
H -2.36389 1.76496 -3.86292 0.1312
H -1.02516 2.44030 -3.08806 0.0923
H -2.22173 1.40262 -2.15290 0.0243
H 0.84176 -2.12348 -4.30967 0.1507
H 1.88368 -2.15963 -3.17760 -0.1058
C 2.42943 -0.00599 -0.50612 -0.0411
C 2.65416 -0.80410 0.68156 -0.3326
C 2.67051 -0.00495 2.01014 -0.1402
O 3.83000 0.79040 2.05908 -0.1256
C 3.65129 2.06275 2.60833 -0.1158
N 1.62094 -1.74754 0.70761 0.0237
H 3.26291 0.67229 -0.68870 0.1417
H 1.56711 0.65637 -0.43004 0.0819
H 2.25948 -0.48912 -1.46831 0.0665
H 3.65097 -1.22576 0.55251 0.1675
H 2.67267 -0.65305 2.88654 0.1459
H 1.73218 0.54673 2.06739 0.1140
H 3.01941 2.66527 1.95579 -0.0022
H 4.56804 2.63219 2.76132 0.1150
H 3.16369 1.98514 3.58009 0.1059
H 1.88120 -2.44763 1.38748 0.1592
H 0.81565 -1.30371 1.12549 0.0417
C 1.35565 4.58069 -1.59310 -0.0473
C 1.35009 3.19218 -1.01156 -0.3656
C 1.23921 3.19385 0.52724 -0.2416
O 2.42567 3.65672 0.92561 -0.2003
C 2.40928 4.25027 2.26445 -0.0633
N 0.30014 2.45066 -1.77627 0.0519
H 1.50388 4.53247 -2.67190 0.0889
H 2.20500 5.14362 -1.20605 0.0908
H 0.47520 5.16074 -1.31661 0.0911
H 2.35844 2.82460 -1.20185 0.1350
H 1.11971 2.17640 0.89955 0.0952
H 0.44324 3.92828 0.65033 0.1457
H 1.96863 5.24561 2.20752 0.1101
H 3.44593 4.37199 2.57851 0.1028
H 1.87773 3.69004 3.03367 0.1035
H -0.54629 3.00025 -1.73611 0.0793
H 0.10039 1.59953 -1.27053 0.0115
C -4.17738 1.34272 3.31291 -0.0400
C -4.77313 0.28194 2.42677 -0.3990
C -4.08166 0.11412 1.04861 -0.1285
O -4.38860 1.29338 0.23891 -0.1192
C -3.61119 1.47465 -0.89264 -0.1392
N -4.83590 -0.91030 3.25041 0.0281
H -3.10867 1.18119 3.45380 0.0653
H -4.58417 1.39718 4.32269 0.0930
H -4.42834 2.32543 2.91366 0.0864
H -5.82841 0.48126 2.24037 0.1483
H -4.56617 -0.75966 0.61288 0.1368
H -3.03083 -0.14161 1.18452 0.0730
H -3.65105 2.48666 -1.29557 0.1259
H -3.69455 0.67387 -1.62741 0.1016
H -2.56409 1.43883 -0.59198 0.0517
H -5.20062 -1.74110 2.80672 0.0909
H -3.85886 -1.13236 3.37765 -0.0059
C -1.75580 -3.88972 1.11004 -0.1352
C -0.28964 -3.98137 1.32028 -0.2089
O 0.09665 -3.23374 2.42174 -0.0384
O -2.12777 -2.67821 0.50417 -0.0857
H -2.28985 -3.96687 2.05711 0.1535
H -2.06467 -4.69065 0.43832 0.1549
H 0.19054 -3.65221 0.39876 0.0712
H -0.00889 -5.02638 1.45153 0.1573
H -0.05885 -2.30372 2.24151 -0.0594
H -1.93282 -2.65871 -0.43563 0.1133
C 1.47486 -3.16841 -1.02893 -0.0907
C 2.85075 -2.69693 -1.56774 -0.0956
O 2.98023 -2.54175 -2.98071 -0.0165
O 0.62737 -2.01539 -1.01477 -0.2785
H 1.66376 -3.44967 0.00708 0.1221
H 0.97510 -3.99002 -1.54206 0.1611
H 3.65435 -3.37890 -1.28982 0.1575
H 3.16757 -1.73409 -1.16692 0.0915
H 3.91113 -2.42941 -3.18664 0.1577
H 0.97084 -1.52529 -0.26415 -0.0932
C -2.18280 -1.74121 3.20417 -0.1677
C -1.21251 -0.78580 2.65612 -0.1283
O -0.49742 -1.27413 1.56848 -0.1286
O -3.16228 -1.99144 2.23919 -0.1631
H -2.68836 -1.51500 4.14296 0.1601
H -1.75563 -2.73561 3.33380 0.1347
H -0.35587 -0.46514 3.24894 0.1687
H -1.70607 0.14848 2.38849 0.1056
H -1.06118 -1.37094 0.79750 0.0378
H -2.85453 -2.61036 1.57299 -0.0288

3.
20
Properties=species:S:1:pos:R:3:nbo_charge:R:1 method="wB97M-V/def2-TZVPD" e_homo_ev=-8.268 multiplicity=1 homo_lumo_gap_ha=0.130 charge=0 e_lumo_ev=-4.72 relative_energy_ev=9.664
C -1.04180 1.49610 0.45447 -0.3996
N -0.01519 2.52282 0.38521 -0.8144
C 0.48636 -0.80248 -1.23890 -0.0382
C 1.23756 0.14586 -1.84827 -0.2091
S -2.18744 -1.41210 0.82073 -0.3431
C 1.29990 -1.67107 -0.29323 -0.6725
H -1.80482 1.75094 -0.28297 0.1952
H -0.53778 0.61386 0.03582 0.1968
H -1.47856 1.10320 1.38275 0.1981
H -0.37894 3.37877 0.76222 0.3585
H -0.57312 -1.10854 -1.32078 0.2560
H 1.35727 0.39280 -2.89858 0.2305
H 1.98915 0.61076 -1.15744 0.3295
H -3.09222 -2.38900 0.67187 0.1078
H 1.39900 -2.71706 -0.58273 0.2445
H 2.31490 -1.28137 -0.24814 0.2613
H 0.91739 -1.61595 0.73732 0.2738
H 3.04458 1.30364 1.09442 0.4423
H 0.87508 2.23005 0.77575 0.4016
O 2.53961 0.98012 0.35975 -1.0190